C30H36F7Ge2N5O8PtS2 as an isolated structure, computed with ωB97M-V/def2-TZVPD.

Geometry (Å):
Pt1 -0.47409 0.69171 -0.73703
F1 0.97019 4.68368 2.33447
C1 -0.12340 4.46589 1.57857
C2 -0.04933 4.45472 0.25088
N1 -1.14841 4.22982 -0.55136
C3 -0.98722 4.18692 -2.01103
C4 0.40189 3.65516 -2.32656
O1 1.27891 4.46933 -2.62633
O2 0.55975 2.39686 -2.20772
C5 -2.41226 4.09127 -0.00953
O3 -3.42080 4.00521 -0.67033
N2 -2.44029 4.13518 1.37764
C6 -1.37595 4.22064 2.26780
O4 -1.52458 4.14204 3.46853
H1 0.88828 4.62866 -0.26405
H2 -1.07371 5.18945 -2.42429
H3 -1.77054 3.54509 -2.40381
H4 -3.33168 3.89408 1.78432
C7 1.46806 0.28099 4.88726
C8 0.96147 1.61805 4.33869
C9 1.18364 1.71312 2.86137
N3 0.36045 1.26115 1.99827
N4 0.79230 1.42438 0.69656
C10 2.00803 1.96963 0.60878
N5 2.68018 2.18621 -0.51103
S1 2.62081 2.40961 2.15882
H5 1.24370 0.19111 5.95120
H6 2.54920 0.18252 4.75718
H7 0.98196 -0.54470 4.36271
H8 1.45286 2.45588 4.83580
H9 -0.11102 1.71145 4.50097
H10 2.12585 2.13648 -1.39859
H11 3.49513 2.77263 -0.48381
C11 1.32705 -1.82489 -4.22753
Ge1 0.49902 -2.61222 -2.64470
C12 -1.25524 -3.32967 -3.08024
C13 1.57296 -4.22127 -2.26037
Ge2 0.76372 -1.42797 -0.57049
C14 2.69382 -1.13276 -0.38125
C15 3.26710 -0.80589 0.84982
C16 4.63370 -0.60062 0.98507
C17 5.46008 -0.70956 -0.12564
C18 4.90974 -1.02714 -1.35904
C19 3.54036 -1.23490 -1.48385
C20 0.34817 -2.83337 0.72347
C21 -0.79075 -3.60805 0.50211
C22 -1.15601 -4.61155 1.38765
C23 -0.38684 -4.85701 2.51803
C24 0.75249 -4.10011 2.74951
C25 1.11051 -3.09023 1.86315
H12 0.59414 -1.81732 -5.03598
H13 2.19341 -2.41828 -4.52632
H14 1.62820 -0.79283 -4.04613
H15 -1.25097 -3.60504 -4.13740
H16 -2.05064 -2.59851 -2.91653
H17 -1.44271 -4.22456 -2.48640
H18 1.54323 -4.85662 -3.15264
H19 1.15531 -4.77785 -1.41982
H20 2.61482 -3.98193 -2.03509
H21 2.63816 -0.70838 1.72832
H22 5.05079 -0.34748 1.95322
H23 6.52752 -0.54844 -0.03015
H24 5.54631 -1.11206 -2.23177
H25 3.13674 -1.47240 -2.45810
H26 -1.40203 -3.42999 -0.37111
H27 -2.05005 -5.19417 1.20042
H28 -0.67512 -5.63524 3.21475
H29 1.36255 -4.29030 3.62459
H30 2.00568 -2.51942 2.06441
C26 -2.03048 1.34723 -4.69260
S2 -2.09629 0.27126 -3.30416
O5 -2.29567 1.15518 -2.12568
O6 -3.15439 -0.67901 -3.53622
O7 -0.75036 -0.30619 -3.17607
H31 -2.97264 1.89303 -4.74663
H32 -1.88764 0.73521 -5.58151
H33 -1.19265 2.03055 -4.55043
C27 -4.13591 0.87867 1.83679
C28 -2.95649 0.06374 1.29022
O8 -2.04699 0.89144 0.70581
C29 -2.33861 -0.68122 2.50531
F2 -1.24141 -1.37058 2.19003
F3 -3.18397 -1.54690 3.10052
F4 -1.99996 0.21047 3.45543
C30 -3.53068 -0.92605 0.25259
F5 -4.37657 -1.83348 0.78479
F6 -2.56339 -1.61219 -0.37867
F7 -4.20511 -0.26179 -0.68643
H34 -3.74874 1.61816 2.53364
H35 -4.86642 0.24683 2.34475
H36 -4.62025 1.37946 1.00022

Calculated values
* lowest unoccupied orbital energy (spin up / spin down): 1.50 / 1.62 eV
* charge: -1
* 2S+1: 2
* HOMO-LUMO gap (spin up / spin down): 0.25070 / 0.28523 Ha

And the Löwdin charges, in e, turn out to be: 1.0712 0.0245 -0.2066 0.0403 0.0389 -0.0395 -0.6898 0.0046 -0.1452 -0.4723 0.0973 0.2258 -0.4058 0.0818 0.1435 0.1317 0.1056 0.1550 -0.0870 -0.2239 -0.5905 0.0671 -0.1661 -0.6985 0.1570 1.1332 0.0720 0.0699 0.0712 0.1096 0.1057 0.0893 0.1130 -0.2528 0.6713 -0.2265 -0.2481 0.8785 -0.3260 -0.1630 -0.0942 -0.0981 -0.0833 -0.1131 -0.3455 -0.1438 -0.0733 -0.0941 -0.0895 -0.1063 0.0194 0.0167 0.0144 0.0276 -0.0073 0.0139 0.0171 0.0083 0.0077 0.0777 0.0992 0.0958 0.0998 0.0631 0.0689 0.1039 0.0955 0.0961 0.0725 -0.1351 0.4010 -0.4209 -0.3135 -0.4765 0.0706 0.0657 0.0604 0.0192 -0.4650 -0.2541 -0.5489 0.1385 0.1376 0.1325 -0.5563 0.1425 0.1063 0.1565 0.0823 0.0948 0.0967